Computed, not measured: a molecular structure, C24H24N2NiO4Te in a non-equilibrium geometry, with wB97M-V/def2-TZVPD.

## Properties
* HOMO energy (alpha / beta): -7.58 / -7.49 eV
* M: 590.759 g/mol

Structure (XYZ):
```
56
Properties=species:S:1:pos:R:3:lowdin_charge:R:1
Te 0.4635 -0.2050 0.7982 1.57
Ni -1.3250 1.2349 -0.7150 0.37
O -1.1303 -0.7128 -2.8406 -0.01
O -1.9694 2.1606 0.7965 -0.04
O -2.4783 -0.1647 -0.4061 -0.15
O -0.3425 3.8622 -0.7386 -0.06
N -0.4431 2.7976 -1.3732 -0.18
N -0.7223 0.5213 -2.3554 -0.09
C -2.6210 1.7239 1.7638 -0.34
C 4.7579 -0.0222 3.0884 -0.09
C -4.4333 -2.0848 1.8972 -0.07
C 2.2079 -2.6810 -2.3134 -0.09
C -3.1117 -0.4506 0.6869 -0.35
C -3.9487 0.0045 2.9386 -0.04
C 2.4481 -0.7048 3.0337 -0.14
C 1.8444 -1.6125 -1.5059 -0.15
C -3.2245 0.4178 1.7946 -0.11
C -4.5483 -1.2212 3.0067 -0.09
C 1.6860 -3.9451 -2.0694 -0.09
C 3.6794 -0.6652 3.6801 -0.09
C 3.3830 0.5547 1.2007 -0.14
C 0.2230 2.6218 -2.5033 -0.28
C -3.7448 -1.7166 0.7749 0.00
C 2.3037 -0.0982 1.7883 -0.53
C 0.9679 -1.8107 -0.4439 -0.51
C -2.7463 2.6670 2.9268 0.01
C 0.4377 -3.0733 -0.2031 -0.13
C 1.1341 3.6726 -3.0262 -0.03
C 0.4254 1.0237 -4.4808 0.00
C -0.0509 1.3364 -3.0976 -0.26
C 4.6098 0.5878 1.8503 -0.09
C 0.7983 -4.1394 -1.0209 -0.08
H 1.5168 1.0283 -4.4943 0.10
H 1.9724 -4.7787 -2.6982 0.10
H -2.3506 2.2076 3.8335 0.09
H 3.7933 -1.1393 4.6471 0.10
H -3.6498 -2.3740 -0.0798 0.12
H -4.8983 -3.0632 1.9342 0.10
H 0.0866 1.7952 -5.1722 0.10
H -0.2585 -3.2240 0.6120 0.09
H 1.6093 -1.2102 3.4941 0.09
H -5.0986 -1.5209 3.8872 0.10
H 5.7151 0.0068 3.5935 0.10
H -1.4122 -0.5681 -3.7525 0.09
H 5.4474 1.0961 1.3889 0.10
H 0.6224 4.6362 -3.0624 0.08
H 0.1047 0.0516 -4.8432 0.07
H -3.7912 2.9220 3.1100 0.10
H 1.9877 3.8079 -2.3553 0.09
H 3.2662 1.0396 0.2394 0.09
H 2.2407 -0.6232 -1.7031 0.09
H 0.3851 -5.1227 -0.8339 0.10
H 1.5074 3.4323 -4.0209 0.07
H -2.1868 3.5693 2.6988 0.09
H -4.0327 0.6778 3.7814 0.10
H 2.8941 -2.5249 -3.1368 0.10
```